# C28H56O21

A 7-piece molecular cluster, C28H56O21 overall in a non-equilibrium geometry (the ωB97M-V functional and the def2-TZVPD basis, the Open Molecules 2025 dataset).

```
105
Properties=species:S:1:pos:R:3:lowdin_charge:R:1
C 1.23553 0.96178 3.48148 -0.01
C 1.88668 0.21281 4.66783 -0.19
O 3.17141 -0.22510 4.22417 0.01
C 4.20329 -0.08202 5.10143 -0.52
O 4.10479 0.41258 6.22079 0.10
O 5.30462 -0.60304 4.50882 -0.01
C 6.59286 -0.29499 5.04529 -0.03
H 1.23597 0.29706 2.61176 0.08
H 1.93252 1.75498 3.26619 0.07
H 0.18631 1.30454 3.69568 0.09
H 1.31731 -0.67251 4.96725 0.12
H 2.03861 0.75251 5.56923 0.10
H 6.61271 -0.45861 6.10464 0.09
H 6.94355 0.71020 4.81840 0.10
H 7.22279 -1.00660 4.54919 0.09
C -4.17087 -1.13839 -2.48882 -0.04
C -3.35268 -0.85408 -3.77242 -0.16
O -3.88129 -1.79692 -4.73395 0.05
C -3.23215 -2.93941 -4.86577 -0.58
O -2.11970 -3.20375 -4.47379 0.10
O -4.02258 -3.67872 -5.67327 0.01
C -3.47511 -4.91318 -6.14200 -0.03
H -3.95664 -2.11907 -2.05767 0.07
H -5.22356 -1.13527 -2.70763 0.07
H -4.08264 -0.44656 -1.66856 0.06
H -2.30878 -1.01863 -3.51707 0.11
H -3.54691 0.12960 -4.13275 0.11
H -3.56722 -4.92682 -7.24804 0.11
H -3.88905 -5.73830 -5.65814 0.07
H -2.43208 -4.90546 -5.91679 0.08
C -2.09017 -2.40134 3.17515 -0.04
C -1.96507 -0.96439 3.68861 -0.24
O -1.40203 -0.98477 4.97863 0.05
C -1.38157 0.22799 5.54030 -0.62
O -1.95058 1.22729 5.12918 0.09
O -0.76062 0.13141 6.67985 0.03
C -0.69037 1.30693 7.48526 -0.02
H -2.66479 -2.95553 3.90724 0.08
H -1.08797 -2.79482 2.98490 0.08
H -2.63311 -2.45118 2.23296 0.07
H -2.96113 -0.48330 3.69334 0.14
H -1.33608 -0.38184 3.03555 0.09
H -1.58501 1.49559 8.04419 0.09
H -0.47285 2.17120 6.86902 0.10
H 0.11800 1.16853 8.16832 0.09
C 1.53027 4.30064 -0.42854 -0.04
C 2.46881 3.92428 0.76590 -0.17
O 3.74993 3.64147 0.18259 0.03
C 4.33352 2.43658 0.16658 -0.59
O 5.40332 2.20576 -0.23284 0.19
O 3.44791 1.54142 0.68817 -0.06
C 3.84534 0.20129 0.79651 -0.04
H 1.86744 5.11985 -1.07952 0.08
H 0.61332 4.63418 -0.00765 0.05
H 1.31839 3.42859 -1.05781 0.06
H 2.04234 3.08620 1.27366 0.08
H 2.63052 4.73031 1.48113 0.13
H 3.21196 -0.13238 1.61853 0.08
H 4.87381 0.06029 1.08213 0.10
H 3.62920 -0.30904 -0.14906 0.08
C 2.95108 -1.82907 -2.72117 -0.05
C 1.82319 -2.41380 -3.56349 -0.14
O 0.65027 -2.83867 -2.71780 0.01
C 0.85535 -4.03867 -2.18461 -0.59
O 1.81446 -4.72555 -2.30906 0.14
O -0.24781 -4.41194 -1.41713 -0.02
C -1.43530 -3.54688 -1.35769 -0.03
H 3.74654 -1.45519 -3.43799 0.11
H 3.43732 -2.67845 -2.23028 0.08
H 2.66366 -1.11277 -2.02383 0.01
H 2.17562 -3.24407 -4.18270 0.13
H 1.36169 -1.64307 -4.14924 0.09
H -2.19546 -4.19525 -0.94290 0.08
H -1.80639 -3.21637 -2.34897 0.06
H -1.27167 -2.76390 -0.60630 0.08
C -2.28494 2.15394 -2.14975 -0.04
C -1.40005 2.87041 -3.11896 -0.14
O -1.74177 2.26098 -4.41554 0.05
C -1.00869 1.26509 -4.75898 -0.67
O -0.23035 0.63016 -4.07982 0.09
O -1.36600 0.82746 -5.97319 0.00
C -0.48060 -0.23952 -6.44831 -0.01
H -2.06971 1.07815 -2.17429 0.07
H -3.28989 2.18579 -2.59538 0.10
H -2.15929 2.51328 -1.16015 0.06
H -0.35105 2.85908 -2.99854 0.10
H -1.69683 3.91715 -3.26714 0.13
H -0.96059 -0.45815 -7.38960 0.09
H -0.46302 -1.12170 -5.81848 0.08
H 0.53763 0.18612 -6.58283 0.11
C -2.59761 3.64393 2.18944 -0.08
C -2.33505 2.20360 2.15954 -0.19
O -1.08691 2.12058 1.35551 0.03
C -0.92474 1.07668 0.61390 -0.71
O -1.67845 0.11816 0.59147 0.09
O 0.24609 1.18572 0.06982 0.01
C 0.68136 0.09881 -0.78186 0.01
H -3.48600 3.92547 2.77242 0.09
H -2.57296 4.10253 1.16808 0.09
H -1.75560 4.11382 2.72575 0.09
H -3.12174 1.67367 1.62838 0.13
H -2.22663 1.78047 3.13255 0.07
H 0.31770 0.27803 -1.79466 0.08
H 0.37746 -0.86334 -0.38726 0.10
H 1.77526 0.16748 -0.80673 0.06
```

Calculated values
Electronic energy (Ha): -2680.54949
Gap between HOMO and LUMO (Ha): 0.40899
HOMO energy (Eh): -0.389
LUMO energy (eV): 0.5

# C43H88BO13

A 7-piece molecular cluster, C43H88BO13 overall in a non-equilibrium geometry (the ωB97M-V functional and the def2-TZVPD basis, the Open Molecules 2025 dataset).

```
145
Properties=species:S:1:pos:R:3:lowdin_charge:R:1
C -1.22173 -4.40103 5.08727 -0.11
C -1.58537 -5.49210 4.02552 -0.27
C -2.61068 -5.02107 2.97673 -0.21
C -2.10935 -4.03648 1.87411 -0.19
C -0.60005 -3.67371 1.84170 -0.19
C -0.47580 -2.17042 1.38195 -0.20
C 0.78111 -1.92124 0.50454 -0.21
C 2.06878 -1.56597 1.33291 -0.19
C 3.10709 -2.71473 1.16785 -0.22
C 4.57674 -2.29628 1.43255 -0.20
C 4.78950 -1.44615 2.71412 -0.19
C 5.97107 -0.42422 2.55188 -0.19
C 5.51003 0.96322 3.11160 -0.23
C 5.53908 1.05684 4.64580 -0.26
C 5.08171 2.44366 5.17960 -0.20
B 3.60930 2.90898 4.58555 -0.67
C 2.68492 3.72100 5.67664 -0.13
C 3.75799 3.82478 3.21112 -0.13
C 2.58044 3.34197 2.24876 -0.31
C 2.53882 4.04864 0.81101 -0.09
O 2.97745 2.63849 1.06908 -0.14
H -2.01010 -4.27876 5.84094 0.07
H -1.04011 -3.42214 4.61622 0.06
H -0.28733 -4.73622 5.56769 0.07
H -2.06734 -6.29904 4.61178 0.10
H -0.68054 -5.95543 3.59830 0.10
H -2.99968 -5.92844 2.47320 0.10
H -3.49039 -4.57787 3.47015 0.09
H -2.35815 -4.48862 0.89415 0.09
H -2.68685 -3.10569 1.93944 0.08
H -0.07239 -3.72222 2.80105 0.09
H -0.05198 -4.24639 1.07670 0.09
H -1.35579 -1.89642 0.76648 0.09
H -0.51296 -1.49336 2.25366 0.11
H 0.95811 -2.80068 -0.13725 0.09
H 0.59674 -1.07539 -0.18024 0.10
H 1.82399 -1.38020 2.38724 0.11
H 2.50725 -0.64902 0.90453 0.11
H 2.77526 -3.56169 1.79983 0.11
H 3.06824 -3.09746 0.12942 0.10
H 5.03001 -1.83985 0.53772 0.08
H 5.14723 -3.23630 1.58073 0.10
H 5.08330 -2.12699 3.53341 0.10
H 3.90946 -0.86824 3.02594 0.09
H 6.87324 -0.77829 3.08372 0.10
H 6.21955 -0.23461 1.49664 0.06
H 4.50937 1.13402 2.68534 0.09
H 6.17819 1.74505 2.70509 0.11
H 6.60169 0.91212 4.94980 0.09
H 4.97809 0.24666 5.14926 0.10
H 5.85999 3.18902 4.90767 0.08
H 5.03290 2.37234 6.28901 0.08
H 3.01167 1.88686 4.27493 0.09
H 3.23038 4.61536 6.05183 0.03
H 1.77983 4.12542 5.17137 0.03
H 2.37549 3.08496 6.52614 0.03
H 4.67814 3.64816 2.62963 0.08
H 3.53051 4.89913 3.34956 0.08
H 1.61153 3.09991 2.72263 0.13
H 1.46436 4.17023 0.69301 0.06
H 3.27046 4.80934 1.07623 0.09
O 6.69971 -0.34789 -0.52705 0.09
C 6.40082 0.38435 -1.42934 -0.51
O 7.36437 1.06160 -2.08235 0.00
C 7.12793 1.82419 -3.26552 -0.24
C 6.63297 3.21775 -2.93500 -0.07
C 4.95380 0.62322 -1.78041 0.03
H 6.45747 1.29304 -3.94359 0.11
H 8.09139 1.89218 -3.77070 0.12
H 5.67803 3.19443 -2.41016 0.07
H 6.51241 3.80664 -3.84620 0.08
H 7.33938 3.73018 -2.28148 0.08
H 4.54250 1.36697 -1.09507 0.10
H 4.41145 -0.31232 -1.65754 0.09
H 4.79310 0.94874 -2.80652 0.07
O -0.62041 5.47110 1.24452 0.11
C -0.80237 6.08466 0.23007 -0.53
O 0.24581 6.65630 -0.38989 0.00
C 0.17071 7.25875 -1.68050 -0.24
C -0.32129 8.68733 -1.58564 -0.07
C -2.19320 6.29839 -0.31591 0.02
H -0.43118 6.65413 -2.36118 0.11
H 1.18716 7.24784 -2.07288 0.12
H -1.33110 8.73937 -1.17669 0.06
H -0.32140 9.16122 -2.56906 0.08
H 0.31815 9.26990 -0.92068 0.08
H -2.65844 7.13088 0.21231 0.09
H -2.77367 5.39514 -0.14097 0.09
H -2.22553 6.49058 -1.38626 0.07
O -4.73808 9.23498 0.09145 0.10
C -4.28349 10.18498 0.66908 -0.53
O -3.04853 10.61375 0.36345 -0.01
C -2.47641 11.82893 0.85685 -0.23
C -1.86102 11.63339 2.22728 -0.06
C -5.04409 10.85071 1.78863 0.01
H -3.20776 12.63873 0.83808 0.11
H -1.69584 12.09756 0.14590 0.12
H -2.60611 11.34368 2.96837 0.07
H -1.37857 12.55210 2.56374 0.08
H -1.11472 10.83887 2.20299 0.09
H -4.89313 10.28028 2.70470 0.10
H -6.10194 10.84673 1.53506 0.09
H -4.76478 11.88794 1.95987 0.07
O -2.62223 -8.30744 -4.71694 0.09
C -2.59758 -8.08072 -3.53463 -0.52
O -2.04222 -6.94589 -3.09488 0.01
C -2.11326 -6.50140 -1.73282 -0.23
C -1.03194 -7.13575 -0.88448 -0.06
C -3.10732 -9.09264 -2.53950 0.01
H -3.11222 -6.66205 -1.32427 0.11
H -1.96092 -5.42335 -1.76516 0.12
H -1.13460 -8.22055 -0.83811 0.07
H -1.06726 -6.74200 0.13280 0.07
H -0.04459 -6.93176 -1.29987 0.09
H -2.33111 -9.83720 -2.36533 0.10
H -3.98265 -9.58077 -2.96296 0.09
H -3.41458 -8.66359 -1.58877 0.07
O -5.58191 -3.51787 2.59943 0.11
C -5.87649 -2.82590 1.66249 -0.52
O -4.90446 -2.23444 0.95157 -0.01
C -5.12303 -1.53111 -0.27459 -0.23
C -5.54273 -0.09767 -0.02293 -0.06
C -7.32003 -2.54457 1.32574 0.01
H -5.82886 -2.06854 -0.91053 0.11
H -4.16570 -1.54126 -0.79471 0.12
H -6.48991 -0.04127 0.51444 0.07
H -5.64817 0.44041 -0.96599 0.08
H -4.80113 0.41670 0.58867 0.09
H -7.68264 -1.74466 1.97065 0.10
H -7.89886 -3.44621 1.51434 0.09
H -7.48860 -2.27338 0.28582 0.07
O -4.55301 -7.81601 -11.52971 0.10
C -3.80570 -7.86132 -10.58873 -0.54
O -4.30760 -7.96280 -9.35055 0.00
C -3.50571 -8.19600 -8.18277 -0.23
C -2.92935 -6.90897 -7.63594 -0.07
C -2.31457 -7.72305 -10.77458 0.01
H -2.73776 -8.94449 -8.38358 0.11
H -4.17755 -8.63124 -7.44490 0.12
H -2.26133 -6.42630 -8.35137 0.07
H -2.37458 -7.10267 -6.71948 0.06
H -3.72378 -6.19448 -7.41611 0.09
H -2.06666 -6.66561 -10.86028 0.10
H -2.03435 -8.23193 -11.69453 0.09
H -1.72494 -8.16731 -9.97605 0.07
```

Calculated values
Charge: -1
Electronic energy (Ha): -2694.09945
Gap between HOMO and LUMO (Ha): 0.21525
HOMO energy (Eh): -0.156
LUMO energy (eV): 1.6

# C47H44MoN9O3P2SSe2

C47H44MoN9O3P2SSe2 as an isolated structure in a non-equilibrium geometry (the ωB97M-V functional and the def2-TZVPD basis, the Open Molecules 2025 dataset).

```
109
Properties=species:S:1:pos:R:3:lowdin_charge:R:1
Mo 1.45551 -0.46864 -0.04583 1.42
Se 2.21180 2.18956 -6.85302 0.29
P 2.24032 0.32503 -5.88411 0.53
C 1.17647 -0.93349 -6.63855 -0.33
C 0.39180 -0.66070 -7.75638 -0.11
C -0.37356 -1.66366 -8.31281 -0.08
C -0.34571 -2.94483 -7.77443 -0.07
C 0.46418 -3.22476 -6.68250 -0.08
C 1.22619 -2.22773 -6.11448 -0.08
C 3.87734 -0.46387 -5.91948 -0.33
C 4.27399 -1.39881 -4.96185 -0.09
C 5.44716 -2.10484 -5.13675 -0.08
C 6.23611 -1.88949 -6.25688 -0.09
C 5.85137 -0.94910 -7.20379 -0.09
C 4.67599 -0.24517 -7.03975 -0.11
C 1.82755 0.36125 -4.13808 -0.44
C 0.75959 0.08309 -3.26491 -0.39
N 1.24717 0.34786 -2.03126 -0.17
N 2.48386 0.78587 -2.14560 -0.06
N 2.85155 0.79577 -3.39222 0.00
P -0.89036 -0.61661 -3.43018 0.65
Se -2.36483 -0.08536 -1.98946 0.41
C -0.53450 -2.40745 -3.51341 -0.33
C -1.50127 -3.32595 -3.91338 -0.09
C -1.23965 -4.68231 -3.85945 -0.09
C -0.02662 -5.14029 -3.36984 -0.08
C 0.93291 -4.23315 -2.94704 -0.06
C 0.68828 -2.87886 -3.02852 -0.12
C -1.59581 0.03917 -4.97412 -0.35
C -1.04129 1.15313 -5.59479 -0.13
C -1.70464 1.77818 -6.63578 -0.09
C -2.93505 1.30333 -7.06185 -0.09
C -3.50576 0.20902 -6.43114 -0.09
C -2.84956 -0.41197 -5.38736 -0.12
H 0.39386 0.33724 -8.17491 0.07
H -0.99894 -1.45489 -9.16855 0.10
H -0.93859 -3.73342 -8.21344 0.10
H 0.50055 -4.22385 -6.27159 0.10
H 1.87677 -2.44794 -5.27981 0.09
H 3.68853 -1.55526 -4.06677 0.09
H 5.74427 -2.82695 -4.38863 0.10
H 7.14733 -2.45511 -6.38887 0.10
H 6.47259 -0.76848 -8.06941 0.10
H 4.36787 0.49597 -7.76644 0.06
H -2.46294 -2.98129 -4.26398 0.09
H -1.99127 -5.38408 -4.19516 0.10
H 0.17357 -6.19910 -3.31366 0.10
H 1.87115 -4.58404 -2.54313 0.11
H 1.45493 -2.19239 -2.68993 0.09
H -0.09185 1.55264 -5.25976 0.04
H -1.25832 2.64189 -7.11010 0.10
H -3.45971 1.79182 -7.87073 0.10
H -4.47708 -0.14644 -6.74649 0.10
H -3.33144 -1.22327 -4.86276 0.08
C -1.17344 3.31146 -1.33189 -0.07
N -0.08724 3.59086 -0.41064 -0.15
C 0.72286 4.73697 -0.78028 -0.05
C 0.53374 2.52566 0.20267 -0.40
N 0.16515 1.29140 0.13028 0.04
N 1.58465 2.87975 1.04161 0.15
C 2.58159 2.05190 1.48540 -0.48
N 3.37308 2.57730 2.46539 0.17
N 2.82596 0.92026 0.89500 0.01
H -1.62562 4.25490 -1.63408 0.09
H -1.93976 2.70311 -0.85090 0.06
H -0.84138 2.78494 -2.23470 0.08
H 1.46526 4.48180 -1.54410 0.10
H 1.24007 5.15873 0.07775 0.07
H 0.06388 5.50254 -1.18328 0.08
H -0.65657 1.12979 -0.45481 -0.03
H 1.52375 3.77218 1.50819 0.14
H 2.99359 3.24781 3.12614 0.05
H 4.02189 1.93004 2.88253 0.11
H 3.64587 0.45767 1.28488 0.08
O 0.19070 -3.43361 0.27728 -0.01
C -0.51559 -2.65439 -0.31725 -0.59
O -0.17261 -1.49314 -0.71096 -0.41
H -1.56450 -2.92495 -0.60230 0.12
N 2.80705 -1.56780 -0.20228 -0.18
C 4.01256 -2.13335 -0.18607 -0.38
C 4.25413 -3.31436 0.54334 -0.03
C 5.52466 -3.84069 0.61602 -0.12
C 6.58751 -3.22339 -0.02967 -0.13
C 6.35763 -2.07783 -0.77911 -0.12
C 5.09422 -1.53362 -0.86505 -0.05
H 3.41085 -3.78210 1.03247 0.11
H 5.69827 -4.74091 1.19016 0.09
H 7.58473 -3.63519 0.04667 0.09
H 7.17734 -1.60650 -1.30244 0.09
H 4.90095 -0.63815 -1.44070 0.09
C 3.33307 5.24504 6.86078 -0.08
C 2.38851 4.64284 5.86370 -0.70
O 2.65835 4.30960 4.71331 -0.02
S 0.75857 4.38674 6.56942 0.99
C 0.32728 2.94492 5.61459 -0.57
C -0.17996 3.08832 4.33133 -0.11
C -0.25411 1.98714 3.51318 -0.05
C 0.21803 0.73634 3.95045 -0.26
C 0.58446 0.58786 5.29283 -0.04
C 0.63849 1.69039 6.11953 -0.12
C 0.46314 -0.20515 2.93160 -0.13
C 0.88261 -0.70912 1.90017 -0.14
H 4.23993 5.59967 6.37336 0.08
H 3.60061 4.49505 7.60799 0.09
H 2.84826 6.06758 7.38210 0.07
H -0.48684 4.06344 3.98175 0.10
H -0.63343 2.06727 2.50499 0.10
H 0.87400 -0.38468 5.66357 0.11
H 0.95423 1.60501 7.15043 0.10
```

Calculated values
Charge: -1
Electronic energy (Ha): -8488.01487
Gap between HOMO and LUMO (alpha / beta) (Ha): 0.18587 / 0.18585
HOMO energy (alpha / beta) (Eh): -0.115 / -0.115
LUMO energy (alpha / beta) (eV): 1.9 / 1.9